# 1
3 unconnected molecules or ions with the total composition C2HN3O2S. Source: the Open Molecules 2025 dataset; level of theory: ωB97M-V/def2-TZVPD.

Geometry (Å):
N1 -0.305 1.846 1.176
N2 -0.042 2.246 0.133
S1 0.159 2.893 -1.193
O1 -1.421 -1.468 0.452
C1 -1.263 -1.708 1.550
O2 -1.028 -1.954 2.638
C2 1.237 -0.590 -1.615
N3 1.794 0.228 -1.057
H1 0.869 -1.493 -2.085

Properties
ΔE to the lowest compared entry with this formula, charge and spin: 0.2836 eV
Kohn-Sham gap: 10.1 eV
Total charge: 0
HOMO: -9.7 eV
SMILES: N#[N+][S-].O=C=O.C#N

***

# 2
2 unconnected molecules or ions with the total composition C4H13N2O2. Source: the Open Molecules 2025 dataset; level of theory: ωB97M-V/def2-TZVPD.

Geometry (Å):
C1 0.292 1.375 0.720
C2 0.541 0.400 1.859
C3 0.907 -1.005 1.380
O1 -0.264 -1.652 0.997
N1 -0.673 0.858 -0.310
C4 0.004 0.534 -1.585
N2 -0.161 1.681 -2.527
H1 -0.179 2.295 1.085
H2 1.182 1.667 0.162
H3 1.351 0.839 2.479
H4 -0.290 0.429 2.565
H5 1.600 -0.886 0.513
H6 1.459 -1.632 2.094
H7 -1.006 -0.036 0.052
H8 1.080 0.425 -1.448
H9 -0.432 -0.369 -2.004
H10 -0.502 2.455 -1.968
H11 -0.974 1.464 -3.091
H12 -0.742 -2.348 -0.030
H13 -2.005 -3.373 -0.244
O2 -1.190 -3.119 -0.697

Properties
ΔE to the lowest compared entry with this formula, charge and spin: 0.8375 eV
Kohn-Sham gap: 7.9 eV
Total charge: -1
HOMO: -3.8 eV

***

# 3
12 unconnected molecules or ions with the total composition C58H81F5O21. Source: the Open Molecules 2025 dataset; level of theory: ωB97M-V/def2-TZVPD.

Geometry (Å):
C1 3.536 18.513 -14.193
C2 3.620 17.783 -15.511
O1 2.408 17.057 -15.735
C3 2.363 16.383 -16.868
O2 3.263 16.303 -17.648
O3 1.165 15.792 -16.962
C4 1.073 14.900 -18.055
H1 4.525 18.866 -13.898
H2 3.146 17.941 -13.352
H3 2.926 19.417 -14.278
H4 4.472 17.102 -15.453
H5 3.847 18.454 -16.338
H6 1.649 13.985 -17.928
H7 1.341 15.415 -18.981
H8 0.033 14.614 -18.217
C5 -2.328 26.589 -8.684
C6 -1.912 26.004 -7.355
O4 -1.053 24.884 -7.442
C7 -1.592 23.690 -7.647
O5 -2.757 23.421 -7.641
O6 -0.563 22.837 -7.824
C8 -0.850 21.453 -7.714
H9 -1.461 26.637 -9.350
H10 -2.708 27.609 -8.594
H11 -3.126 26.109 -9.256
H12 -2.799 25.752 -6.769
H13 -1.368 26.780 -6.820
H14 -0.963 21.107 -6.686
H15 -0.021 20.870 -8.112
H16 -1.707 21.152 -8.319
C9 2.052 26.711 -14.761
C10 2.240 27.153 -13.319
O7 1.278 26.537 -12.451
C11 1.411 25.279 -12.103
O8 2.318 24.532 -12.362
O9 0.315 24.979 -11.403
C12 0.158 23.689 -10.842
H17 2.966 26.965 -15.302
H18 1.157 27.173 -15.175
H19 1.932 25.637 -14.921
H20 2.174 28.240 -13.351
H21 3.198 26.932 -12.847
H22 0.690 23.586 -9.898
H23 0.456 22.886 -11.520
H24 -0.905 23.528 -10.667
C13 -5.764 18.344 -14.229
C14 -5.881 19.413 -13.132
O10 -5.658 18.806 -11.867
C15 -6.707 18.376 -11.175
O11 -7.848 18.392 -11.517
O12 -6.219 17.935 -10.010
C16 -7.183 17.492 -9.036
H25 -6.195 17.374 -13.989
H26 -4.710 18.171 -14.464
H27 -6.169 18.765 -15.153
H28 -6.823 19.944 -13.243
H29 -5.028 20.049 -13.352
H30 -7.972 16.884 -9.472
H31 -7.604 18.401 -8.612
H32 -6.573 16.972 -8.304
C17 -4.698 20.996 -9.358
C18 -5.081 21.278 -7.921
O13 -6.075 20.340 -7.546
C19 -6.581 20.301 -6.324
O14 -6.432 21.144 -5.473
O15 -7.263 19.177 -6.233
C20 -8.015 18.909 -5.060
H33 -4.488 19.929 -9.415
H34 -3.894 21.649 -9.692
H35 -5.515 21.203 -10.053
H36 -5.419 22.311 -7.826
H37 -4.227 21.155 -7.250
H38 -8.587 17.994 -5.153
H39 -8.689 19.745 -4.856
H40 -7.353 18.918 -4.192
C21 2.443 16.797 -8.621
C22 3.375 17.274 -9.727
O16 4.229 18.256 -9.123
C23 5.138 18.817 -9.926
O17 5.128 18.779 -11.129
O18 5.968 19.501 -9.168
C24 6.887 20.319 -9.895
H41 2.999 16.437 -7.754
H42 1.795 16.009 -9.002
H43 1.853 17.631 -8.238
H44 2.749 17.737 -10.488
H45 3.955 16.436 -10.108
H46 7.554 19.718 -10.511
H47 7.472 20.863 -9.159
H48 6.335 21.000 -10.538
C25 -2.452 19.228 -11.372
C26 -1.058 18.749 -11.022
O19 -0.177 19.595 -11.775
C27 0.897 20.072 -11.180
O20 1.174 20.075 -10.011
O21 1.636 20.636 -12.129
C28 2.836 21.293 -11.758
H49 -2.555 20.269 -11.070
H50 -3.209 18.520 -11.035
H51 -2.631 19.271 -12.453
H52 -0.897 17.715 -11.324
H53 -1.060 18.798 -9.932
H54 2.671 22.111 -11.056
H55 3.332 21.718 -12.625
H56 3.456 20.531 -11.283
F1 -6.592 15.062 -11.644
C29 -5.366 14.520 -11.740
C30 -4.289 15.373 -11.642
C31 -3.012 14.855 -11.812
C32 -2.790 13.510 -11.970
C33 -3.892 12.674 -12.029
C34 -5.190 13.169 -11.866
H57 -4.445 16.439 -11.528
H58 -2.205 15.579 -11.783
H59 -1.815 13.056 -12.079
H60 -3.773 11.620 -12.246
H61 -6.043 12.504 -11.907
F2 -1.461 17.120 -15.094
C35 -1.433 18.190 -15.903
C36 -1.228 19.460 -15.394
C37 -1.136 20.567 -16.232
C38 -1.220 20.372 -17.607
C39 -1.464 19.107 -18.139
C40 -1.529 18.027 -17.266
H62 -1.167 19.631 -14.325
H63 -1.006 21.556 -15.820
H64 -1.217 21.218 -18.284
H65 -1.628 18.931 -19.191
H66 -1.715 17.028 -17.647
F3 -4.039 22.308 -12.468
C41 -3.534 23.526 -12.687
C42 -4.182 24.616 -12.132
C43 -3.733 25.911 -12.311
C44 -2.596 26.111 -13.111
C45 -1.981 25.023 -13.747
C46 -2.477 23.744 -13.545
H67 -5.073 24.478 -11.529
H68 -4.127 26.734 -11.733
H69 -2.134 27.079 -13.248
H70 -1.130 25.209 -14.386
H71 -1.998 22.879 -13.993
F4 9.654 21.547 -15.962
C47 8.684 21.384 -15.054
C48 7.786 22.401 -14.758
C49 6.718 22.163 -13.903
C50 6.548 20.906 -13.336
C51 7.464 19.905 -13.624
C52 8.534 20.130 -14.471
H72 7.840 23.316 -15.335
H73 6.006 22.936 -13.647
H74 5.732 20.677 -12.664
H75 7.365 18.925 -13.174
H76 9.289 19.380 -14.668
F5 4.657 21.390 -17.353
C53 3.446 21.926 -17.154
C54 2.672 22.304 -18.231
C55 1.516 23.055 -18.046
C56 1.100 23.353 -16.745
C57 1.841 22.881 -15.662
C58 3.033 22.216 -15.876
H77 2.970 22.038 -19.238
H78 0.949 23.422 -18.890
H79 0.241 23.987 -16.559
H80 1.559 23.103 -14.640
H81 3.695 21.958 -15.056

Properties
ΔE to the lowest compared entry with this formula, charge and spin: 0.0000 eV
Kohn-Sham gap: 9.7 eV
Total charge: 0
HOMO: -9.1 eV
SMILES: CCOC(=O)OC.CCOC(=O)OC.CCOC(=O)OC.CCOC(=O)OC.CCOC(=O)OC.CCOC(=O)OC.CCOC(=O)OC.Fc1ccccc1.Fc1ccccc1.Fc1ccccc1.Fc1ccccc1.Fc1ccccc1

***

For the records above, the corresponding DFT total energy values read -789.7215 -420.1881 -4338.0836 Eh.